(1)
Here is a molecular structure, C29H36N6O3S3Tm from the Open Molecules 2025 dataset. Energies are from ωB97M-V/def2-TZVPD.

```
! wB97M-V def2-TZVPD RIJCOSX def2/J DEFGRID3
* xyz 1 3
N -4.72 -5.83 1.85
H -1.89 4.56 4.63
H -3.38 -3.43 -0.10
H -2.91 -1.08 -1.61
C 1.67 0.62 -3.15
C -0.05 -4.79 1.26
S 1.53 -3.07 -0.07
H 2.19 3.35 5.01
C -4.47 0.27 -0.98
C -1.25 -3.19 -0.10
C -2.26 1.35 -2.58
H -0.15 -1.14 4.21
H -4.13 0.84 -3.61
H -4.08 2.42 -1.00
H -1.79 4.08 2.19
S -1.26 -1.80 -1.18
C 1.74 -1.18 3.16
H 0.90 -5.17 1.62
H 1.59 1.83 -6.34
C 5.04 -0.85 -1.93
C 3.04 0.18 -3.14
H 0.12 4.20 6.02
C -3.61 1.51 -0.60
S 0.11 2.88 0.53
H 2.54 2.95 0.42
H 2.26 2.80 2.61
N -2.28 1.45 -1.13
C 1.35 3.19 3.05
H 1.78 3.34 -1.13
C 1.20 1.22 -4.35
H 5.27 -1.22 -0.94
H 2.29 -0.97 4.09
H -4.61 -0.38 -0.11
H -1.25 1.07 -2.86
H 4.81 -0.10 -4.33
C -0.98 4.19 4.19
C -3.69 -5.43 1.56
H 1.79 4.55 0.17
N -3.80 -0.51 -2.04
C -1.23 -5.37 1.68
C 3.80 0.28 -4.32
C 1.73 3.49 -0.05
H -3.55 1.60 0.48
H -2.47 2.34 -2.99
C 0.29 -0.69 3.31
H -0.54 -2.06 2.06
O 3.06 -0.23 -0.81
N 2.36 -0.56 1.98
O 0.88 0.49 -2.13
Tm 0.97 -0.51 -0.22
C -3.29 0.33 -3.14
C -0.02 -3.70 0.38
O 0.29 1.39 0.63
C -2.44 -3.79 0.29
H 2.75 0.34 2.24
C 0.14 3.98 4.97
H 5.76 -0.07 -2.20
C -1.19 -6.43 2.61
H -1.72 0.71 -0.71
N -0.45 -1.04 2.08
H -4.44 -1.21 -2.41
C -2.45 -4.87 1.18
H 3.15 -1.15 1.69
H 1.73 -2.27 3.01
H 0.27 0.40 3.42
H -1.39 -0.68 2.16
C 1.98 1.35 -5.45
N -1.11 -7.26 3.39
C -0.94 3.90 2.83
H -5.46 0.59 -1.33
C 0.23 3.40 2.27
H 0.18 1.58 -4.36
C 1.31 3.50 4.40
H 3.90 0.94 -6.35
C 3.64 -0.29 -1.92
H -2.82 -0.32 -3.87
H 5.13 -1.66 -2.65
C 3.30 0.86 -5.46
*
```

- LUMO level (spin up / spin down): -2.64 / -2.65 eV
- Expectation value of S²: 2.002
- Gap between HOMO and LUMO (spin up / spin down): 0.2672 / 0.2672 Eh
- Highest occupied orbital energy (spin up / spin down): -0.3641 / -0.3644 hartree

***

(2)
Here is a molecular structure, C14H22Cl2FMgN2O3S from the Open Molecules 2025 dataset. Energies are from ωB97M-V/def2-TZVPD.

```
! wB97M-V def2-TZVPD RIJCOSX def2/J DEFGRID3
* xyz 1 1
H -1.38 4.19 -1.28
O -0.82 0.89 -1.73
H -2.49 0.20 -2.81
O -0.30 2.84 -0.06
H 2.02 -1.07 -0.84
N -0.45 -1.58 0.22
Cl 3.01 -0.63 1.87
H 2.52 -4.99 -2.51
H 3.90 1.52 1.44
C -1.45 -0.09 -2.61
H 4.37 0.30 0.22
Cl 2.33 1.36 -0.20
H 1.38 2.79 2.14
H -0.34 -0.58 3.05
C 1.63 -2.06 -1.05
H -3.36 -2.34 1.42
Mg -0.46 0.59 0.33
C -0.94 2.27 -2.19
O 0.15 1.24 2.19
C -0.48 3.40 1.23
H -1.41 -1.05 -2.11
H 3.39 -2.64 -2.09
C 3.57 0.70 0.85
H -1.63 2.28 -3.06
H 0.28 -5.62 -1.61
H 0.07 2.54 -2.55
C 1.94 -4.27 -1.97
C -1.32 3.13 -1.03
S -1.63 -3.92 0.01
H -2.72 -0.71 1.28
F -2.26 0.82 0.91
H -0.23 4.47 1.30
H -0.86 -0.11 -3.52
H -1.51 3.40 1.56
C 2.44 -3.01 -1.73
C -1.53 -2.25 0.61
H -1.50 0.81 3.43
N -2.59 -1.74 1.25
C -0.45 0.50 3.26
H 0.07 3.01 3.29
C 0.32 2.67 2.26
H 0.03 0.67 4.23
C 0.38 -2.40 -0.54
C -0.07 -3.70 -0.75
H -2.31 2.80 -0.66
C 0.71 -4.63 -1.44
*
```

- LUMO level: -1.91 eV
- Gap between HOMO and LUMO: 0.3402 Eh
- Highest occupied orbital energy: -0.4105 hartree

***

(3)
Here is 8 unconnected molecules or ions with the total composition C65H72ClN2O35PS from the Open Molecules 2025 dataset. Energies are from ωB97M-V/def2-TZVPD.

```
! wB97M-V def2-TZVPD RIJCOSX def2/J DEFGRID3
* xyz 0 1
C -0.57 -3.26 -1.51
H 0.72 -1.13 -0.53
O 0.56 6.89 0.94
H 6.55 -9.05 0.11
O 2.30 6.53 -8.11
O 11.48 -11.52 4.17
O -5.52 -10.02 0.65
H -4.46 7.68 5.69
H -4.83 -7.95 -1.03
C 3.05 -6.27 0.81
O -3.04 6.70 4.39
H -4.90 8.12 -0.26
C -2.39 6.62 5.41
H -6.98 9.91 3.99
O -0.34 6.34 8.92
H 0.65 -3.19 0.21
H -4.61 -10.82 2.35
H -4.02 -5.63 2.37
C 0.65 -1.17 -1.64
H -0.27 -0.64 -1.89
C -0.98 6.46 7.90
C 5.00 10.12 -0.50
H -7.02 -8.50 -0.51
H -2.92 -4.21 -1.16
C -1.10 8.69 -9.44
H 0.70 -5.90 1.96
H 2.92 7.96 1.26
H 0.61 -5.83 -1.46
P -2.00 -1.22 0.47
C -5.96 -6.75 0.27
C 5.05 -8.34 1.54
C 10.56 -8.54 6.19
O -1.31 3.56 -8.51
O -8.43 10.16 1.81
H 0.83 3.95 -4.61
H -3.91 -7.57 0.39
H -3.46 -4.65 0.44
O -0.16 1.78 -0.96
C -0.43 4.09 -7.85
O 3.80 -8.65 0.90
H 0.04 1.88 -1.91
C 5.52 7.82 -1.08
H 2.35 -4.33 0.25
C -4.38 -10.47 1.34
H 0.35 6.80 1.89
H -2.13 -4.52 4.93
H 5.41 -7.33 1.33
C 1.44 5.61 -7.64
H 6.96 -9.17 1.83
C -1.26 -2.85 1.04
C -2.55 8.92 -11.89
H -1.02 -5.85 5.28
C -3.99 -5.99 -1.19
O 0.82 5.42 6.70
C -1.06 6.03 5.46
O -1.70 -0.12 1.67
H -2.80 9.67 -8.50
O 2.98 -7.84 -0.94
H 2.69 -6.31 1.84
C -2.11 -5.99 3.40
H -4.58 9.95 -11.57
H -0.65 5.67 4.52
H -6.86 -9.42 2.15
H -1.40 -6.15 -1.28
O 4.24 6.14 -0.07
O -4.31 9.99 -10.64
C -2.98 -5.05 -0.46
H -6.49 -6.12 -0.45
H -3.61 -9.68 1.44
C 8.93 -8.90 4.36
H 2.89 6.75 -7.36
C 6.16 -9.30 1.10
C -0.26 3.70 -6.41
O 0.63 3.78 -2.56
O 1.63 -3.61 2.40
C -0.42 -5.11 0.35
C 2.20 -5.35 -0.10
O 2.53 5.71 -5.57
H 0.68 -6.88 -0.08
C -2.41 9.31 -9.44
C -7.23 9.61 1.90
H -1.91 -6.75 0.23
C -1.23 8.32 -11.89
C -3.10 9.43 -10.59
C -5.31 8.48 0.67
C -0.25 -5.36 1.93
H 4.03 -5.79 0.85
C -4.59 -7.13 -0.34
H 1.53 -0.63 -2.01
C 4.44 7.34 -0.16
H 0.95 7.70 -9.76
C 9.67 -10.07 3.91
O -3.43 7.86 1.90
O -0.43 8.55 -8.43
O 3.27 10.57 1.11
H -0.50 2.48 1.55
C -0.54 8.21 -10.74
C 0.70 4.23 -5.65
H -3.15 7.90 2.84
H 0.91 6.19 -1.57
C 0.00 4.59 1.38
C 11.29 -9.72 5.75
C 1.62 5.21 -6.21
N -1.19 -6.21 2.56
H -3.90 -11.29 0.79
H -4.20 -6.46 3.90
C 0.01 3.00 -0.44
C -6.64 9.08 0.63
O -4.61 8.81 4.15
H 1.40 -3.05 -2.00
C -6.18 -9.01 1.39
C 5.78 9.13 -1.23
C -6.57 9.53 3.06
H 1.08 5.48 7.64
O 0.68 7.67 -10.70
H -2.56 0.23 1.95
H 12.23 -11.59 4.80
H 3.64 11.42 0.82
C 0.44 4.07 -1.39
H 9.29 -10.60 3.04
C -0.35 -3.59 0.02
H -2.10 -3.47 1.39
H 10.95 -8.00 7.04
H -5.41 -8.44 1.93
C 3.27 -7.63 0.17
H -0.56 -4.22 -2.03
H -3.57 -6.34 -2.14
O -0.53 -2.53 2.27
O 8.76 -7.07 5.91
C -3.55 -6.37 3.02
O 12.29 -10.13 6.30
C 3.68 8.33 0.59
H -8.68 10.09 0.87
C -2.97 7.16 6.70
C -4.65 8.40 1.83
C -5.25 8.92 3.12
C 0.48 5.09 -8.40
S 0.27 -3.82 2.82
H -3.49 -7.38 2.61
C -0.39 5.95 6.62
C -1.66 -5.81 -0.27
C 9.46 -8.15 5.54
H -5.88 -6.19 1.21
C 0.41 5.67 0.42
H 8.01 -7.01 5.28
O 7.91 -8.51 3.82
C 0.76 -5.82 -0.38
O 5.18 11.32 -0.61
C -0.19 3.25 0.86
H -0.83 7.97 -12.83
N 0.54 -2.53 -2.13
H -7.82 -7.69 0.90
H -2.82 -6.04 5.45
O 0.30 -3.93 4.24
C -2.01 -5.61 4.87
H 4.91 -8.48 2.62
O -3.23 9.04 -12.89
O 6.21 6.88 -1.73
H 5.83 6.03 -1.44
C -6.87 -7.99 0.44
Cl -4.08 -1.57 0.56
H -4.83 -5.34 -1.47
H 6.55 9.49 -1.89
C 10.77 -10.46 4.55
H -2.71 7.45 8.78
H -1.53 -2.81 -1.75
H 2.74 -5.39 -1.05
H 0.35 5.37 -9.43
H -1.72 2.58 -6.69
C 3.94 9.63 0.44
O -0.15 4.88 2.55
O -1.13 2.80 -5.94
C 0.61 5.42 -0.87
O -7.30 9.16 -0.39
H 5.83 -10.34 1.18
O -4.18 7.72 6.63
C -2.30 7.07 7.85
*
```

- LUMO level: -1.69 eV
- Gap between HOMO and LUMO: 0.2554 Eh
- SMILES: CCOC(=O)CCC[C@]1(CCCCCCCOC)[C@@H](CNC)[C@H](P(O)Cl)OS(=O)(=O)[C@H]1N=C(C)C.O=C1C=C(O)C(=O)C=C1O.O=C1C=C(O)C(=O)C=C1O.O=C1C=C(O)C(=O)C=C1O.O=C1C=C(O)C(=O)C=C1O.O=C1C=C(O)C(=O)C=C1O.O=C1C=C(O)C(=O)C=C1O.O=C1C=C(O)C(=O)C=C1O
- Highest occupied orbital energy: -0.3176 hartree

***

Number 1: E -107774.85961 eV. Number 2: E -68038.47827 eV. Number 3: E -175854.96908 eV.